# 1
Here is C3H11Cl2N2O2W as an isolated structure from the Open Molecules 2025 dataset. Energies are from wB97M-V/def2-TZVPD.

Calculated values
- gap between HOMO and LUMO (alpha / beta) (eV) = 7.389 / 8.476
- HOMO energy (alpha / beta) (eV) = -13.0 / -13.7

The geometry in ORCA input format:
```
! wB97M-V def2-TZVPD RIJCOSX def2/J DEFGRID3
* xyz 1 3
C 1.176 0.705 -2.423
W 0.034 0.088 -0.685
N -0.233 -0.294 1.501
N -1.160 1.887 -0.546
H 0.715 -0.426 1.934
H -1.477 -0.805 -0.289
H 1.763 -0.178 -2.740
H 1.874 1.549 -2.254
H 0.448 0.975 -3.212
H -0.845 2.425 0.267
H -2.152 1.688 -0.400
H -1.103 2.493 -1.369
H -0.760 0.414 1.999
H -0.731 -1.178 1.608
Cl 3.844 -2.331 -1.581
C 3.854 -1.721 0.094
Cl 4.944 -0.349 0.354
C 2.410 -1.371 0.534
O 2.297 -1.213 1.760
O 1.465 -1.313 -0.386
H 4.214 -2.502 0.777
*
```

Charges computed using Löwdin, reported in e: number 1, C, carries -0.303; number 2, W, carries 1.501; number 3, N, carries -0.072; number 4, N, carries -0.059; number 5, H, carries 0.054; number 6, H, carries -0.025; number 7, H, carries 0.000; number 8, H, carries 0.020; number 9, H, carries 0.002; number 10, H, carries 0.089; number 11, H, carries 0.084; number 12, H, carries 0.099; number 13, H, carries 0.074; number 14, H, carries 0.066; number 15, Cl, carries 0.633; number 16, C, carries -0.993; number 17, Cl, carries 0.637; number 18, C, carries -0.631; number 19, O, carries 0.029; number 20, O, carries -0.286; number 21, H, carries 0.082


# 2
Here is a 3-piece molecular cluster, C3H11ClN5O overall from the Open Molecules 2025 dataset. Energies are from wB97M-V/def2-TZVPD.

Calculated values
- gap between HOMO and LUMO (eV) = 11.034
- HOMO energy (eV) = -13.7

The geometry in ORCA input format:
```
! wB97M-V def2-TZVPD RIJCOSX def2/J DEFGRID3
* xyz 1 1
C 0.638 0.805 -0.717
C 1.242 -0.492 -1.037
C -0.188 0.332 1.709
N -0.541 0.937 -1.438
N 0.644 -1.501 -0.585
N -1.155 -0.263 1.000
N 0.906 -0.268 2.168
N 2.352 -0.458 -1.708
O 1.073 1.692 -0.019
Cl -3.877 2.191 -0.120
H -4.891 2.218 -0.924
H -1.034 1.763 -1.581
H -0.382 1.440 1.766
H 1.195 -2.337 -0.621
H -1.925 0.377 0.609
H -0.927 -1.234 0.733
H 0.912 -1.229 1.855
H 1.643 0.264 2.398
H -0.686 0.139 -2.155
H 2.826 -1.293 -1.913
H 2.743 0.418 -1.990
*
```

Charges computed using Löwdin, reported in e: number 1, C, carries -0.520; number 2, C, carries -0.499; number 3, C, carries -0.207; number 4, N, carries 0.178; number 5, N, carries 0.127; number 6, N, carries 0.143; number 7, N, carries 0.216; number 8, N, carries 0.224; number 9, O, carries 0.082; number 10, Cl, carries 0.295; number 11, H, carries -0.205; number 12, H, carries 0.071; number 13, H, carries 0.173; number 14, H, carries 0.075; number 15, H, carries 0.105; number 16, H, carries 0.110; number 17, H, carries 0.125; number 18, H, carries 0.086; number 19, H, carries 0.169; number 20, H, carries 0.118; number 21, H, carries 0.134


# 3
Here is C3H11FPTl as an isolated structure from the Open Molecules 2025 dataset. Energies are from wB97M-V/def2-TZVPD.

Calculated values
- gap between HOMO and LUMO (eV) = 4.570
- HOMO energy (eV) = -18.0

The geometry in ORCA input format:
```
! wB97M-V def2-TZVPD RIJCOSX def2/J DEFGRID3
* xyz 2 1
C 2.265 0.102 0.252
C 0.969 0.525 -0.403
F 0.479 1.656 0.257
C -0.109 -0.546 -0.334
P -1.846 0.256 -0.216
H 3.077 0.718 -0.110
H 2.467 -0.954 0.119
H 2.181 0.313 1.317
H 1.155 0.760 -1.446
H -0.097 -1.180 -1.217
H 0.113 -1.236 0.525
H -2.495 -0.963 0.370
H -2.183 -0.220 -1.634
H -1.342 1.560 -0.877
H -1.506 0.760 1.190
H -3.110 0.889 -0.104
Tl -0.017 -2.442 2.311
*
```

Charges computed using Löwdin, reported in e: number 1, C, carries -0.012; number 2, C, carries -0.434; number 3, F, carries -0.056; number 4, C, carries -0.393; number 5, P, carries 0.708; number 6, H, carries 0.105; number 7, H, carries 0.093; number 8, H, carries 0.096; number 9, H, carries 0.156; number 10, H, carries 0.103; number 11, H, carries -0.168; number 12, H, carries 0.150; number 13, H, carries 0.162; number 14, H, carries 0.243; number 15, H, carries 0.131; number 16, H, carries -0.029; number 17, Tl, carries 1.145


# 4
Here is a 2-piece molecular cluster, C3H11N overall from the Open Molecules 2025 dataset. Energies are from wB97M-V/def2-TZVPD.

Calculated values
- gap between HOMO and LUMO (eV) = 11.095
- HOMO energy (eV) = -10.0
- structure (SMILES) = CCC.N

The geometry in ORCA input format:
```
! wB97M-V def2-TZVPD RIJCOSX def2/J DEFGRID3
* xyz 0 1
N 2.282 -0.542 -0.725
H 3.277 -0.270 -0.866
H 2.171 -1.314 -1.257
H 2.158 -0.680 0.249
C -0.835 0.930 1.290
C -0.847 0.653 -0.292
C -1.057 -0.804 -0.395
H -1.892 1.041 1.826
H -0.433 1.956 1.319
H 0.067 0.327 1.652
H -0.007 0.855 -1.002
H -1.629 1.351 -0.747
H -2.078 -0.974 -0.089
H -0.747 -1.276 -1.351
H -0.431 -1.254 0.387
*
```

Charges computed using Löwdin, reported in e: number 1, N, carries 0.053; number 2, H, carries 0.041; number 3, H, carries -0.039; number 4, H, carries 0.001; number 5, C, carries -0.126; number 6, C, carries -0.361; number 7, C, carries -0.193; number 8, H, carries 0.115; number 9, H, carries 0.042; number 10, H, carries 0.074; number 11, H, carries 0.085; number 12, H, carries 0.108; number 13, H, carries 0.067; number 14, H, carries 0.079; number 15, H, carries 0.054


# 5
Here is a 2-piece molecular cluster, C3H11N overall from the Open Molecules 2025 dataset. Energies are from wB97M-V/def2-TZVPD.

Calculated values
- gap between HOMO and LUMO (eV) = 9.602
- HOMO energy (eV) = -8.5
- structure (SMILES) = CC.CN

The geometry in ORCA input format:
```
! wB97M-V def2-TZVPD RIJCOSX def2/J DEFGRID3
* xyz 0 1
C -1.764 0.540 -0.036
C -1.707 -0.915 0.227
H -2.667 1.024 0.159
H -1.624 0.588 -1.181
H -0.834 1.091 0.422
H -1.615 -1.091 1.332
H -2.651 -1.494 -0.117
H -0.813 -1.430 -0.204
C 2.062 -0.380 0.003
N 1.939 1.015 -0.274
H 3.095 -0.363 0.444
H 2.141 -0.860 -0.926
H 1.091 -0.515 0.534
H 0.996 1.024 -0.620
H 2.350 1.766 0.239
*
```

Charges computed using Löwdin, reported in e: number 1, C, carries -0.204; number 2, C, carries -0.227; number 3, H, carries 0.032; number 4, H, carries 0.093; number 5, H, carries 0.089; number 6, H, carries 0.072; number 7, H, carries 0.095; number 8, H, carries 0.057; number 9, C, carries -0.194; number 10, N, carries -0.103; number 11, H, carries 0.098; number 12, H, carries 0.047; number 13, H, carries 0.063; number 14, H, carries 0.024; number 15, H, carries 0.057


# 6
Here is a 2-piece molecular cluster, C3H11N2 overall from the Open Molecules 2025 dataset. Energies are from wB97M-V/def2-TZVPD.

Calculated values
- gap between HOMO and LUMO (eV) = 11.613
- HOMO energy (eV) = -15.0

The geometry in ORCA input format:
```
! wB97M-V def2-TZVPD RIJCOSX def2/J DEFGRID3
* xyz 1 1
C 1.609 1.039 -0.242
C 1.450 -1.182 0.145
C -3.020 0.199 0.296
N -2.019 -0.109 -0.445
N 0.639 0.055 0.245
H 1.165 2.033 -0.165
H 2.539 0.865 0.131
H 1.712 1.080 -1.298
H 2.422 -0.973 0.498
H 0.859 -2.032 0.572
H 1.502 -1.481 -0.902
H -2.841 0.728 1.231
H -4.037 0.183 0.054
H -2.131 -0.817 -1.194
H -0.465 0.234 -0.137
H 0.614 0.177 1.211
*
```

Charges computed using Löwdin, reported in e: number 1, C, carries -0.048; number 2, C, carries -0.031; number 3, C, carries 0.000; number 4, N, carries 0.019; number 5, N, carries -0.073; number 6, H, carries 0.115; number 7, H, carries 0.065; number 8, H, carries 0.101; number 9, H, carries 0.084; number 10, H, carries 0.122; number 11, H, carries 0.107; number 12, H, carries 0.084; number 13, H, carries 0.069; number 14, H, carries 0.103; number 15, H, carries 0.156; number 16, H, carries 0.127


# 7
Here is a 2-piece molecular cluster, C3H11N2 overall from the Open Molecules 2025 dataset. Energies are from wB97M-V/def2-TZVPD.

Calculated values
- gap between HOMO and LUMO (eV) = 9.981
- HOMO energy (eV) = -13.4

The geometry in ORCA input format:
```
! wB97M-V def2-TZVPD RIJCOSX def2/J DEFGRID3
* xyz 1 1
C -1.717 -0.153 1.369
N -0.763 0.960 0.970
H -1.957 -0.633 0.339
H -2.653 0.410 1.735
H -1.225 -0.879 2.007
H -1.331 1.657 0.383
H -0.346 1.276 1.852
H 0.107 0.804 0.198
C 0.571 -1.234 -1.706
C 1.474 -0.748 -0.865
N 1.500 0.721 -0.409
H -0.500 -1.058 -1.756
H 0.764 -2.022 -2.453
H 2.532 -1.076 -0.663
H 2.278 0.676 0.224
H 1.266 1.299 -1.223
*
```

Charges computed using Löwdin, reported in e: number 1, C, carries -0.050; number 2, N, carries 0.024; number 3, H, carries 0.107; number 4, H, carries 0.122; number 5, H, carries 0.087; number 6, H, carries 0.179; number 7, H, carries 0.143; number 8, H, carries 0.085; number 9, C, carries 0.007; number 10, C, carries -0.179; number 11, N, carries 0.000; number 12, H, carries 0.053; number 13, H, carries 0.079; number 14, H, carries 0.121; number 15, H, carries 0.097; number 16, H, carries 0.124


# 8
Here is a 2-piece molecular cluster, C3H11N2 overall from the Open Molecules 2025 dataset. Energies are from wB97M-V/def2-TZVPD.

Calculated values
- gap between HOMO and LUMO (eV) = 11.428
- HOMO energy (eV) = -14.7

The geometry in ORCA input format:
```
! wB97M-V def2-TZVPD RIJCOSX def2/J DEFGRID3
* xyz 1 1
C -2.662 -0.853 -1.428
N -1.447 -1.158 -1.267
H -3.171 -0.286 -0.641
H -3.322 -0.996 -2.337
H -1.066 -1.657 -2.094
H -0.020 -0.636 -0.020
C 0.790 1.658 0.963
C 1.489 0.308 1.176
N 0.968 -0.764 0.239
H -0.293 1.820 0.960
H 1.333 2.434 1.482
H 0.810 1.951 -0.106
H 2.504 0.560 0.845
H 1.525 -0.039 2.219
H 1.477 -0.650 -0.642
H 1.085 -1.693 0.650
*
```

Charges computed using Löwdin, reported in e: number 1, C, carries -0.082; number 2, N, carries -0.010; number 3, H, carries 0.072; number 4, H, carries 0.104; number 5, H, carries 0.076; number 6, H, carries 0.083; number 7, C, carries -0.084; number 8, C, carries -0.177; number 9, N, carries 0.168; number 10, H, carries 0.083; number 11, H, carries 0.085; number 12, H, carries 0.087; number 13, H, carries 0.126; number 14, H, carries 0.133; number 15, H, carries 0.167; number 16, H, carries 0.170


# 9
Here is a 2-piece molecular cluster, C3H11N2 overall from the Open Molecules 2025 dataset. Energies are from wB97M-V/def2-TZVPD.

Calculated values
- gap between HOMO and LUMO (eV) = 10.351
- HOMO energy (eV) = -14.6

The geometry in ORCA input format:
```
! wB97M-V def2-TZVPD RIJCOSX def2/J DEFGRID3
* xyz 1 1
C -3.307 1.775 0.055
C -1.904 2.307 -0.239
H -4.004 2.056 -0.730
H -3.280 0.690 0.048
H -3.684 2.136 1.010
H -1.760 3.334 0.094
H -1.676 2.218 -1.296
H -1.219 1.642 0.288
N 2.781 -2.220 0.132
C 2.103 -1.098 0.014
N 0.800 -1.050 -0.006
H 2.356 -3.129 0.003
H 3.767 -2.202 0.362
H 2.722 -0.214 -0.087
H 0.249 -0.308 -0.415
H 0.267 -1.876 0.254
*
```

Charges computed using Löwdin, reported in e: number 1, C, carries -0.163; number 2, C, carries -0.172; number 3, H, carries 0.065; number 4, H, carries 0.053; number 5, H, carries 0.069; number 6, H, carries 0.069; number 7, H, carries 0.058; number 8, H, carries 0.032; number 9, N, carries 0.195; number 10, C, carries -0.155; number 11, N, carries 0.207; number 12, H, carries 0.146; number 13, H, carries 0.146; number 14, H, carries 0.168; number 15, H, carries 0.133; number 16, H, carries 0.150


# 10
Here is a 2-piece molecular cluster, C3H11N2 overall from the Open Molecules 2025 dataset. Energies are from wB97M-V/def2-TZVPD.

Calculated values
- gap between HOMO and LUMO (eV) = 10.065
- HOMO energy (eV) = -13.6

The geometry in ORCA input format:
```
! wB97M-V def2-TZVPD RIJCOSX def2/J DEFGRID3
* xyz 1 1
C 2.013 0.863 3.520
N 1.514 0.001 2.746
H 2.468 1.779 3.166
H 1.886 0.903 4.606
H 1.041 -0.767 3.211
H 0.356 0.070 0.066
C -0.853 -0.231 -2.874
C -0.950 -0.774 -1.469
N -0.594 0.132 -0.342
H 0.169 0.053 -3.227
H -1.195 -0.946 -3.604
H -1.498 0.646 -3.042
H -2.033 -0.959 -1.289
H -0.418 -1.734 -1.332
H -0.766 1.105 -0.614
H -1.141 -0.140 0.477
*
```

Charges computed using Löwdin, reported in e: number 1, C, carries -0.119; number 2, N, carries -0.006; number 3, H, carries 0.060; number 4, H, carries 0.075; number 5, H, carries 0.037; number 6, H, carries 0.159; number 7, C, carries -0.081; number 8, C, carries -0.211; number 9, N, carries 0.181; number 10, H, carries 0.102; number 11, H, carries 0.086; number 12, H, carries 0.091; number 13, H, carries 0.140; number 14, H, carries 0.143; number 15, H, carries 0.176; number 16, H, carries 0.166


Results for largest force on an atom: 0.0564; 0.1147; 0.0281; 0.0863; 0.0915; 0.0892; 0.0914; 0.0400; 0.0163; 0.0412 (in hartree/bohr, following the order of the records).
Results for E_tot: -37226.68822; -25303.77656; -19962.78801; -4778.17638; -4777.60888; -6261.28538; -6260.67976; -6262.20156; -6263.09249; -6262.12324 (in eV, following the order of the records).